(1)
A molecular structure, C55H48AsIrNO3PTe in a non-equilibrium geometry, computed with ωB97M-V with the def2-TZVPD basis set.

F_max = 1.91 eV/Å
spin multiplicity = 1
charge = +2
electronic energy = -145691.23112 eV

```
111
C55H48AsIrNO3PTe (ωB97M-V with the def2-TZVPD basis set)
Ir -0.70641 0.61510 -1.10915
O -2.18090 -1.32091 -3.63859
C -2.14736 -0.12598 -3.54135
O -1.12698 0.53532 -2.95715
C -3.27372 0.76778 -4.03961
P -3.14221 2.54128 -3.55167
C -1.47119 3.03785 -4.11238
C -0.54468 3.68187 -3.29468
C 0.73469 3.95240 -3.76524
C 1.09768 3.58499 -5.05297
C 0.16606 2.97991 -5.88276
C -1.12041 2.72925 -5.42390
C -3.07407 2.49860 -1.72660
C -3.06756 3.73771 -1.08525
C -3.13604 3.83231 0.29739
C -3.23934 2.68670 1.07808
C -3.27564 1.44909 0.46957
C -3.17201 1.33087 -0.92489
H -4.20800 0.35760 -3.65562
H -3.31913 0.69593 -5.12531
H -0.81030 3.97348 -2.28526
H 1.44308 4.47001 -3.12793
H 2.09497 3.79375 -5.41954
H 0.43223 2.71855 -6.89911
H -1.84536 2.28550 -6.09670
H -3.05648 4.64136 -1.68384
H -3.14557 4.80727 0.76848
H -3.33472 2.76833 2.15352
H -3.43320 0.55805 1.06700
H -3.40110 0.36447 -1.37237
C -0.38898 -6.57628 6.46176
C -0.31329 -5.42946 5.49489
C -0.42694 -4.11194 5.92447
C -0.35076 -3.04144 5.04239
C -0.41891 -1.64250 5.59877
C -0.18725 -3.33697 3.68717
Te -0.12843 -1.83166 2.19169
N -0.33653 0.55999 0.67623
C -0.26812 0.96033 1.87122
O -0.37335 0.12489 2.93522
C -0.06440 2.39667 2.20096
C 0.05641 3.36605 1.20888
C 0.27837 4.68594 1.55933
C 0.38784 5.04454 2.89762
C 0.24602 4.08507 3.89002
C 0.01554 2.76236 3.54514
C -2.21115 -1.86215 1.92905
C -3.00426 -1.36863 2.96302
C -4.37846 -1.48540 2.87286
C -4.94716 -2.09975 1.75981
C -4.14506 -2.55064 0.72560
C -2.75539 -2.44170 0.78301
C -1.91212 -2.93421 -0.36546
C -0.05640 -4.64280 3.21275
C 0.14352 -4.97796 1.75072
C -0.12455 -5.66961 4.13797
H -0.34252 -6.23553 7.49352
H 0.42147 -7.28349 6.28634
H -1.32440 -7.12164 6.32334
H -0.56789 -3.90693 6.97967
H 0.45809 -1.44312 6.21652
H -1.29606 -1.52453 6.23505
H -0.44746 -0.88356 4.81998
H -0.03022 3.08338 0.16766
H 0.37109 5.43934 0.78676
H 0.58970 6.07337 3.16626
H 0.30968 4.36931 4.93169
H -0.10479 2.00536 4.30736
H -2.55885 -0.87808 3.81836
H -5.00183 -1.11072 3.67359
H -6.02061 -2.22078 1.70084
H -4.59864 -3.01505 -0.14181
H -2.44931 -2.85779 -1.30985
H -1.64252 -3.98444 -0.24168
H -0.98804 -2.35161 -0.45739
H 0.28782 -4.08269 1.13393
H -0.72081 -5.51658 1.36121
H 1.01745 -5.61528 1.62087
H -0.02678 -6.69148 3.78635
C 3.98293 -2.73984 0.77964
C 2.81952 -3.06467 0.08807
C 2.10583 -2.07313 -0.56795
C 2.56399 -0.75605 -0.54571
C 3.73308 -0.43433 0.12791
C 4.44023 -1.43103 0.79338
As 1.60492 0.53500 -1.61268
C 2.77836 2.03769 -1.74216
C 3.00090 3.04866 -0.82264
C 3.96848 4.00552 -1.09654
C 4.70492 3.92800 -2.27302
C 4.47192 2.91224 -3.19128
C 3.49761 1.95646 -2.93831
C 3.13140 0.83568 -3.83949
C 3.71349 0.55352 -5.06819
C 3.26735 -0.53225 -5.80960
C 2.23632 -1.33909 -5.34100
C 1.64696 -1.06901 -4.11334
C 2.10603 0.00999 -3.38032
H 4.53793 -3.51258 1.29559
H 2.48960 -4.09492 0.03782
H 1.21907 -2.32481 -1.14311
H 4.10277 0.58341 0.12911
H 5.35961 -1.18305 1.30726
H 2.43651 3.09300 0.09950
H 4.15493 4.80439 -0.39114
H 5.47555 4.66080 -2.47265
H 5.06022 2.86637 -4.09861
H 4.52089 1.16791 -5.44627
H 3.72854 -0.75210 -6.76333
H 1.89625 -2.18123 -5.92869
H 0.83677 -1.68911 -3.74811
```


(2)
A molecular structure, C55H50FN4O3P2ReS in a non-equilibrium geometry, computed with ωB97M-V with the def2-TZVPD basis set.

F_max = 3.55 eV/Å
spin multiplicity = 4
charge = +3
electronic energy = -104187.78514 eV

```
117
C55H50FN4O3P2ReS (ωB97M-V with the def2-TZVPD basis set)
Re 0.33776 0.78779 0.77349
O 3.43735 -0.06942 -0.04588
S 2.11966 -0.08213 -0.62834
C 2.17376 0.85711 -2.14005
C 3.43769 1.33254 -2.49868
C 3.65406 1.93979 -3.75527
C 2.62640 1.94250 -4.61006
C 2.53691 2.50985 -6.01452
C 1.11349 2.22660 -6.44598
C 0.47603 1.49434 -5.27579
C -0.80472 1.03474 -5.17008
C -1.18471 0.52683 -3.91355
C -0.33295 0.57785 -2.83171
P -1.21701 0.48793 -1.15272
C -2.24120 -1.05298 -1.07949
C -3.41761 -1.30424 -1.78478
C -4.02875 -2.53936 -1.67732
C -3.56847 -3.49037 -0.80171
C -2.36820 -3.27381 -0.08732
C -1.70312 -2.07723 -0.29831
C -2.49797 1.80495 -1.19904
C -2.36082 2.93229 -2.05492
C -3.32285 3.96083 -1.98947
C -4.43854 3.82235 -1.18425
C -4.58860 2.70250 -0.38907
C -3.63983 1.68729 -0.40686
C 1.01734 0.95157 -2.97700
C 1.37198 1.38642 -4.24699
C 1.64248 -1.71371 -1.16741
C 1.68683 -1.96803 -2.51147
C 1.47775 -3.27399 -3.03342
C 1.52932 -4.33654 -2.23035
C 1.39896 -5.85839 -2.41606
C 1.39298 -6.40218 -0.96261
C 1.38616 -5.22468 -0.05798
C 1.19519 -5.14239 1.30523
C 1.25011 -3.87574 1.89655
C 1.40960 -2.72733 1.13836
P 1.44192 -1.18414 2.08643
C 3.18796 -1.02828 2.58008
C 4.03155 -2.13761 2.61650
C 5.36126 -2.08463 2.91385
C 5.86947 -0.90046 3.37532
C 5.08409 0.24596 3.36078
C 3.72902 0.20831 2.98825
C 0.55323 -1.40311 3.70016
C -0.74320 -1.97387 3.67089
C -1.51846 -2.06329 4.80528
C -1.06225 -1.58442 5.99617
C 0.18941 -1.00358 6.07144
C 1.04487 -0.91387 4.93396
C 1.57289 -2.79068 -0.28449
C 1.50102 -4.06581 -0.84144
H 4.19598 1.14362 -1.74325
H 4.62165 2.29541 -4.04893
H 3.23412 1.96067 -6.65310
H 2.85032 3.56794 -6.05597
H 0.98526 1.75577 -7.40790
H 0.51290 3.11697 -6.56819
H -1.44716 1.10081 -6.05583
H -2.22598 0.19621 -3.77207
H -3.95868 -0.56937 -2.32492
H -5.07058 -2.68272 -2.12265
H -4.11620 -4.40242 -0.60213
H -1.97548 -3.97530 0.58988
H -0.74027 -1.97406 0.18535
H -1.51734 3.10488 -2.61018
H -3.19604 4.82744 -2.64619
H -5.18610 4.62291 -1.08340
H -5.43826 2.74792 0.29229
H -3.70068 0.87695 0.39353
H 1.74072 -1.21098 -3.30194
H 1.50429 -3.45356 -4.08475
H 2.29054 -6.16355 -2.94090
H 0.53033 -6.09990 -3.01382
H 2.27463 -7.05638 -0.74088
H 0.48887 -7.07761 -0.73864
H 1.11256 -6.05802 1.90868
H 1.17676 -3.83693 2.96804
H 3.70629 -3.08126 2.26490
H 5.99625 -2.94874 2.87987
H 6.90848 -0.88885 3.60969
H 5.53388 1.17378 3.71150
H 3.12442 1.08334 3.01919
H -1.08648 -2.32830 2.72032
H -2.55865 -2.52762 4.69744
H -1.77184 -1.60427 6.88506
H 0.53411 -0.66511 7.01903
H 1.98658 -0.40128 5.04287
F 1.70593 1.86119 1.70401
C -3.29081 0.91494 4.82400
N -2.93039 0.51190 3.47591
C -3.86189 -0.31492 2.74252
C -1.71439 0.80807 3.07898
O -1.33272 0.34300 1.94632
H -3.95555 1.76382 4.73251
H -2.39360 1.20643 5.40646
H -3.87649 0.14716 5.34168
H -4.29066 -1.07668 3.47792
H -3.34997 -0.76756 1.89819
H -4.70981 0.27149 2.41281
H -1.14622 1.45421 3.75128
C 0.20192 6.24765 -0.69626
N -0.38917 5.03664 -0.11875
C -1.43117 4.93536 0.84579
C -1.35216 3.46034 1.28635
O -2.06575 2.93113 2.06745
N -0.33232 2.84065 0.55425
C 0.18070 3.81677 -0.27554
N 1.19763 3.61949 -1.12566
H -0.19094 7.06168 -0.07312
H -0.14690 6.41749 -1.69951
H 1.26837 6.18190 -0.53299
H -2.38154 5.08589 0.37949
H -1.31282 5.67997 1.65589
H 1.71946 2.74824 -1.16899
H 1.66281 4.37131 -1.61131
```


Q: The highest spin multiplicity belongs to which entry?
A: C55H50FN4O3P2ReS


Q: charge of number 1 (C55H48AsIrNO3PTe)?
A: +2


Q: What is the F_max in the first record?
A: 1.91 eV/Å


Q: electronic energy of number 2 (C55H50FN4O3P2ReS)?
A: -104187.78514 eV